1.
90
Properties=species:S:1:pos:R:3:forces:R:3 method="wB97M-V/def2-TZVPD" relative_energy_kj_mol=30.3 gap_ev=7.052 lumo_energy_ev=-0.334 homo_ev=-7.386 charge=0
Bi 1.629742 0.892872 -0.377454 -0.1548 -0.2556 -0.4506
C -0.297523 -2.413671 6.390533 -0.0046 -0.0022 0.0093
C 0.630461 -2.166428 5.234011 -0.0029 0.0012 -0.0091
C 0.762252 -3.098576 4.207649 0.0065 -0.0084 0.0016
C 1.585992 -2.855364 3.121624 0.0110 0.0070 0.0178
C 2.283726 -1.657261 3.048050 -0.0448 -0.0155 -0.0566
C 2.185939 -0.726480 4.070230 0.0183 0.0018 0.0156
C 1.365036 -0.987403 5.156100 -0.0041 0.0004 -0.0002
S 3.295378 -1.286251 1.636266 0.0613 0.1626 -0.0406
O 3.674683 0.100743 1.781188 -0.0204 -0.1099 0.0303
O 4.328930 -2.282272 1.573737 0.0522 -0.0393 -0.0130
N 2.317648 -1.337271 0.356626 0.0476 -0.0870 0.2490
C 2.028918 -2.489601 -0.346679 -0.0648 0.0141 -0.0947
C 2.510310 -3.768628 -0.146054 -0.0467 -0.0026 -0.0171
C 2.070165 -4.844837 -0.941088 0.0167 -0.0325 -0.0042
C 1.155469 -4.687231 -1.940599 0.0026 -0.0230 -0.0212
C 0.650624 -3.394519 -2.202736 -0.0005 0.0299 0.0493
C -0.318765 -3.130439 -3.195158 0.0314 -0.0126 0.0002
C -0.772511 -1.857996 -3.390086 -0.0215 -0.0042 -0.0630
C -0.226611 -0.829673 -2.611059 0.1114 0.0467 0.0900
N 0.671197 -1.042500 -1.680457 0.0737 0.1848 0.2132
C 1.105821 -2.304119 -1.430383 -0.0064 0.0519 -0.0138
H -0.615618 -3.454586 6.428095 0.0005 -0.0014 0.0021
H -1.192141 -1.792992 6.302961 -0.0010 -0.0068 0.0023
H 0.180041 -2.166636 7.339016 0.0004 0.0014 0.0014
H 0.211910 -4.030378 4.259794 -0.0088 -0.0013 0.0024
H 1.677156 -3.593555 2.336937 -0.0124 -0.0039 -0.0221
H 2.751231 0.192646 4.003874 -0.0121 0.0099 -0.0081
H 1.290016 -0.257506 5.954215 -0.0026 0.0004 0.0015
H 3.243251 -3.951319 0.623371 0.0084 0.0139 0.0065
H 2.477015 -5.826925 -0.735289 -0.0035 -0.0040 -0.0065
H 0.813482 -5.525002 -2.533830 -0.0071 -0.0018 0.0000
H -0.692671 -3.950967 -3.795538 -0.0074 -0.0084 0.0043
H -1.515923 -1.627766 -4.140251 0.0037 0.0183 -0.0085
H -0.518714 0.201084 -2.762167 -0.0137 -0.0401 -0.0054
C 0.308491 4.020936 1.179060 0.0012 -0.0334 -0.0150
C -0.295144 2.771427 1.842028 -0.0903 0.0851 -0.0473
C -1.398466 3.222513 2.813604 0.0224 -0.0182 0.0069
C 0.820012 2.171823 2.717039 -0.0017 -0.0436 -0.0313
Si -0.949381 1.551622 0.459466 0.0540 -0.0438 0.2431
C -2.035035 2.488081 -0.853190 0.0146 -0.0219 -0.0148
C -2.912958 1.531282 -1.675247 -0.0075 -0.0020 -0.0347
C -2.981415 3.527003 -0.232188 0.0066 -0.0179 -0.0214
C -1.116704 3.198514 -1.854421 -0.0374 0.0088 0.0137
C -1.911302 0.065615 1.241012 -0.0789 0.0528 -0.0303
C -3.322870 0.485540 1.687308 -0.0039 -0.0060 -0.0164
C -1.196213 -0.488973 2.476105 0.0089 -0.0129 0.0140
C -2.040733 -1.104535 0.254111 -0.0083 0.0063 0.0179
H 0.774363 4.649476 1.944926 0.0004 -0.0018 0.0079
H -0.433254 4.629257 0.664722 -0.0148 0.0074 -0.0154
H 1.094888 3.773450 0.455400 0.0006 0.0006 0.0041
H -0.990645 3.980099 3.492298 0.0007 0.0076 -0.0007
H -1.743543 2.392786 3.432035 0.0010 0.0091 0.0077
H -2.264588 3.657718 2.319502 -0.0229 0.0059 -0.0325
H 1.094251 2.915056 3.474317 0.0121 -0.0006 0.0097
H 1.738737 1.937988 2.174189 -0.0051 0.0043 0.0071
H 0.513025 1.271925 3.243137 -0.0003 -0.0004 -0.0162
H -3.699053 1.065991 -1.083547 0.0057 -0.0058 -0.0030
H -2.344639 0.735321 -2.155467 -0.0141 0.0407 0.0044
H -3.403089 2.104064 -2.469805 -0.0064 0.0104 -0.0054
H -3.659727 3.086516 0.500177 0.0072 0.0035 0.0034
H -3.596043 3.961516 -1.028212 -0.0106 0.0098 0.0013
H -2.448384 4.347308 0.245013 0.0078 0.0092 0.0257
H -0.473215 2.476986 -2.356473 0.0133 0.0202 -0.0549
H -0.475025 3.946430 -1.389671 0.0211 0.0150 0.0163
H -1.719963 3.707117 -2.615025 -0.0001 0.0013 -0.0041
H -3.306248 1.312243 2.397881 -0.0079 -0.0006 -0.0079
H -3.800641 -0.364997 2.186265 -0.0069 -0.0028 0.0034
H -3.965606 0.769940 0.855541 0.0010 0.0070 0.0023
H -1.225366 0.200994 3.319563 0.0070 0.0056 -0.0018
H -0.155890 -0.749486 2.273613 0.0513 -0.0050 0.0107
H -1.703135 -1.407265 2.793015 0.0102 -0.0104 0.0092
H -2.491843 -0.821828 -0.696281 0.0140 -0.0367 0.0282
H -2.674943 -1.876996 0.702739 -0.0009 -0.0077 0.0052
H -1.069055 -1.556165 0.051843 -0.0071 -0.0097 0.0113
C 2.108702 1.662362 -2.592754 0.1268 0.1107 0.1841
C 1.678601 1.074704 -3.869894 0.0552 -0.0586 -0.2534
C 0.700131 1.646879 -4.694509 0.0973 0.0309 0.1121
C 0.301945 1.036832 -5.868802 -0.0185 -0.0587 -0.0491
C 0.886861 -0.164087 -6.268262 0.0077 0.0510 0.1001
C 1.896486 -0.726867 -5.486729 -0.0422 -0.0404 -0.0372
C 2.279301 -0.113921 -4.313232 -0.0228 0.0441 0.0896
C 0.451221 -0.816907 -7.468216 -0.0308 -0.0267 -0.0669
N 0.087258 -1.347718 -8.421299 0.0098 0.0049 0.0107
H 1.919711 2.735892 -2.505937 -0.0917 -0.0433 -0.0767
H 3.182811 1.505985 -2.472240 -0.0073 0.0573 -0.0148
H 0.256345 2.593994 -4.417759 -0.0291 0.0151 0.0232
H -0.458945 1.490063 -6.490687 -0.0012 0.0089 0.0078
H 2.367507 -1.647610 -5.804985 0.0043 -0.0010 0.0096
H 3.056498 -0.565086 -3.706528 0.0011 -0.0074 -0.0020

2.
24
Properties=species:S:1:pos:R:3:forces:R:3 method="wB97M-V/def2-TZVPD" multiplicity=3 gap_ev="5.944 / 6.349" s2=2.021 lumo_energy_ev="0.116 / -2.854" homo_ev="-5.828 / -9.203" charge=0
C 1.397132 1.327505 -0.091860 -7.5029 1.8700 2.4839
C 0.366550 2.411094 0.141170 2.9883 -6.0755 1.0262
C 0.192848 3.598155 -0.370332 2.1188 0.9852 -1.6341
C 2.699435 1.457329 -0.421634 6.1895 -0.9498 -1.7032
C 0.416088 0.487204 0.752629 2.4365 -2.0071 -0.1487
C -0.892522 -1.489474 1.261999 -3.0177 1.8246 -1.2038
C 0.749306 -1.708582 -0.538021 -1.1066 -0.5595 0.1321
C -1.406173 -0.253276 -0.961628 1.8716 0.9564 2.1589
C -0.272480 -0.757351 0.069010 -1.9586 0.1413 0.1335
O -0.379946 1.595740 0.973968 -2.2710 2.0154 -0.3336
I 4.097539 -0.185718 0.158117 -0.9746 1.5976 -0.1982
H -0.563123 4.227387 -0.094730 -1.7437 1.6912 0.2814
H 1.029975 3.811644 -1.052933 -0.7899 0.6501 0.2940
H 3.219171 2.383465 -0.721712 -0.4409 -0.6960 0.3518
H 0.721160 0.116684 1.783274 0.4605 0.3839 -1.2147
H -1.403087 -2.376568 0.946198 -0.8962 -0.3374 -0.4144
H -1.584026 -0.807478 1.856222 0.7478 -0.9532 -0.6958
H -0.178744 -1.878639 1.864984 2.5411 -0.7577 2.1695
H 0.389379 -2.693706 -0.892231 -0.5245 0.4658 0.5809
H 1.175891 -1.316866 -1.398131 1.0756 1.1126 -1.6419
H 1.524758 -1.904065 0.159857 0.7896 -0.1808 0.6854
H -1.905009 -0.959260 -1.552720 -0.4192 -1.5438 -0.5560
H -0.898530 0.417207 -1.618396 0.3520 0.5642 -0.7872
H -2.156514 0.359250 -0.458301 0.0746 -0.1975 0.2343

Number 1: largest force on an atom 0.54 eV Å⁻¹. Number 2: largest force on an atom 8.12 eV Å⁻¹.